7
Properties=species:S:1:pos:R:3:forces:R:3 method="wB97M-V/def2-TZVPD" orbital_gap_ha=0.454 homo_energy_ev=-11.224
C 0.9463 0.1199 0.3739 0.14 0.01 0.05
N 0.8649 -0.1256 -0.9517 -0.17 0.03 0.03
N -0.4055 -0.2415 -1.2175 0.13 0.06 0.31
N -1.0218 -0.0652 -0.0666 -0.17 -0.12 -0.30
N -0.2345 0.1590 0.9634 0.14 0.02 -0.16
H 1.8744 0.2728 0.8949 0.00 -0.02 0.01
H -2.0237 -0.1194 0.0035 -0.06 0.02 0.06

***

12
Properties=species:S:1:pos:R:3:forces:R:3 method="wB97M-V/def2-TZVPD" orbital_gap_ha=0.268 charge=+2 homo_energy_ev=-16.458
C -0.7572 -0.7677 1.4533 0.92 0.47 -0.63
C 0.1606 -0.6089 2.2703 -0.14 0.26 -0.58
H 0.8855 -0.4581 3.0578 -0.12 -0.09 -0.20
C 0.3218 0.5898 0.5311 -2.69 3.26 1.25
C 0.3664 0.2353 -0.9305 3.05 -2.82 3.22
O -0.7248 -0.3733 -1.4622 -1.83 -0.89 -0.44
Mg -1.9700 -1.2184 -0.2205 1.31 0.72 0.01
H 1.2945 0.9326 0.9187 -0.36 -0.45 0.00
H -0.4020 1.4019 0.6841 -0.01 -0.22 0.83
H 1.2421 -0.4849 -0.4132 -0.76 0.11 -3.93
H 0.7054 1.1065 -1.5168 0.42 -0.44 0.50
K -1.1222 -0.3550 -4.3721 0.20 0.08 -0.02

***

10
Properties=species:S:1:pos:R:3:forces:R:3 method="wB97M-V/def2-TZVPD" orbital_gap_ha="0.317 / 0.292" homo_energy_ev="-9.809 / -8.264"
C 1.9932 0.3945 -0.0545 1.64 -2.16 2.47
N 0.8687 0.3394 0.8059 -0.13 2.21 -0.46
Si -2.1929 -0.2778 -0.3544 0.91 -0.14 -0.80
Cl -2.3901 -2.3498 -0.3160 -0.14 0.48 -0.08
Cl -3.3044 0.6729 0.9897 -0.70 0.34 1.34
H 2.9226 0.4284 0.6822 -1.30 -0.71 -1.15
H 2.1261 -0.4001 -0.8123 -0.01 0.39 0.38
H 2.0901 1.3455 -0.3903 0.03 2.80 -1.86
H 0.6374 -0.5802 0.9900 -0.56 -2.64 0.52
H -2.7506 0.4273 -1.5404 0.27 -0.58 -0.37

***

16
Properties=species:S:1:pos:R:3:forces:R:3 method="wB97M-V/def2-TZVPD" orbital_gap_ha=0.418 homo_energy_ev=-10.686
C 0.3644 1.1699 -1.2481 0.01 -0.06 0.00
C -0.2608 0.9897 0.1370 0.44 -0.26 0.17
O -1.6704 1.0019 0.0957 -0.13 -0.24 -0.06
C 0.2376 -0.3277 0.8862 -0.17 0.33 -0.21
C -0.5578 -1.5890 0.4639 -0.24 -0.01 -0.24
C 1.6807 -0.4896 0.6574 0.90 0.12 -0.25
N 2.8120 -0.5366 0.4172 -1.08 -0.09 0.33
H 1.4535 1.2362 -1.1863 -0.14 -0.03 0.05
H 0.0063 2.0887 -1.7254 -0.10 -0.21 0.20
H 0.1242 0.3221 -1.9017 -0.02 0.09 0.07
H 0.0104 1.8397 0.7726 0.01 -0.14 -0.12
H -1.9606 0.1899 -0.3506 -0.02 0.54 0.11
H 0.1106 -0.1580 1.9638 -0.06 -0.03 -0.28
H -1.1599 -1.9889 1.2842 0.21 0.11 -0.07
H 0.0799 -2.3846 0.0797 0.05 0.09 0.13
H -1.2704 -1.3636 -0.3454 0.34 -0.19 0.17

***

48
Properties=species:S:1:pos:R:3:forces:R:3 method="wB97M-V/def2-TZVPD" orbital_gap_ha="0.230 / 0.230" charge=+2 homo_energy_ev="-14.581 / -14.576"
Rh 0.1032 -0.2672 0.0272 -1.63 -0.74 -0.18
N 1.4479 1.2262 0.7314 -0.10 -0.47 0.14
C 2.7891 1.1339 0.0886 -0.01 0.13 0.07
C 3.0777 -0.3129 -0.2040 0.04 -0.02 0.18
N 1.9489 -0.9310 -0.9348 -0.94 -0.05 0.06
C 1.8869 -0.6585 -2.3924 0.20 -0.02 -0.16
C 1.1390 0.6134 -2.6912 -0.02 0.06 -0.15
N -0.1582 0.5719 -1.9817 0.74 0.27 0.54
H 1.0748 2.1674 0.6520 -0.04 0.02 0.01
H 1.5436 1.0383 1.7254 0.02 0.11 0.12
H 3.5687 1.5349 0.7333 -0.03 0.07 0.11
H 2.7943 1.7328 -0.8149 -0.03 0.08 0.00
H 3.1866 -0.8508 0.7379 0.02 -0.09 -0.02
H 4.0124 -0.4154 -0.7570 -0.02 -0.06 -0.08
H 2.0202 -1.9354 -0.8178 -0.04 -0.10 0.05
H 1.3725 -1.5011 -2.8530 0.01 -0.04 -0.02
H 2.8836 -0.6028 -2.8338 0.09 -0.11 0.09
H 1.0262 0.7077 -3.7702 -0.15 0.05 -0.07
H 1.6763 1.4918 -2.3542 0.02 0.06 -0.02
H -0.7967 -0.0389 -2.4805 -0.16 -0.09 0.14
H -0.5771 1.4962 -1.9698 -0.12 0.03 -0.01
C -1.8069 -2.5097 -2.5986 -0.11 0.15 0.13
C -2.3853 -2.0997 -1.2731 -0.10 0.07 -0.21
C -3.7219 -2.3456 -0.9538 0.07 -0.03 -0.21
C -4.2124 -2.0134 0.2961 0.09 0.05 0.08
C -3.3593 -1.4722 1.2552 -0.23 -0.02 0.02
C -2.0540 -1.2564 0.8774 -0.04 -0.73 0.21
N -1.5963 -1.5218 -0.3662 0.59 0.03 0.13
N -1.0195 -0.7635 1.6390 1.99 1.48 -0.78
Si -0.5847 -1.1613 3.3634 -0.27 -0.10 -0.36
C -1.7094 -0.3520 4.5708 -0.10 0.22 0.08
C -0.7193 -3.0032 3.3679 -0.03 -0.15 0.01
C 1.1808 -0.6207 3.5375 0.16 0.32 0.05
H -1.9304 -3.5841 -2.7379 0.03 0.01 0.00
H -0.7421 -2.2828 -2.6417 0.00 -0.05 -0.03
H -2.3260 -2.0225 -3.4277 0.03 0.00 0.04
H -4.3601 -2.8012 -1.7004 0.03 -0.02 0.07
H -5.2545 -2.1899 0.5331 0.06 -0.02 0.00
H -3.6909 -1.2142 2.2531 -0.02 -0.03 -0.10
H -2.7463 -0.6729 4.4439 0.07 0.03 0.06
H -1.6713 0.7380 4.4912 -0.04 -0.07 0.06
H -1.3969 -0.6281 5.5838 -0.07 0.04 -0.06
H -1.7663 -3.3141 3.3017 0.12 -0.06 0.02
H -0.3003 -3.4074 4.2948 -0.07 -0.02 -0.08
H -0.1726 -3.4367 2.5253 -0.04 -0.05 0.09
H 1.2687 0.4602 3.7140 0.03 -0.14 0.01
H 1.7550 -0.9003 2.6495 0.06 -0.06 0.08
H 1.6459 -1.1158 4.3960 -0.05 0.06 -0.08

***

18
Properties=species:S:1:pos:R:3:forces:R:3 method="wB97M-V/def2-TZVPD" orbital_gap_ha=0.311 homo_energy_ev=-7.646
C 1.1329 -1.5036 0.4873 -0.72 -2.06 0.26
C 0.0070 -0.5976 0.1432 0.13 -0.41 1.47
C 0.1107 0.7031 -0.0337 -0.19 0.18 -0.25
C 1.2939 1.5800 0.1280 1.33 -0.22 -2.28
O 1.2562 2.5802 -0.8465 -0.58 1.07 -1.48
S -1.4627 1.4435 -0.4042 0.31 0.56 0.26
C -2.1763 -0.1942 -0.6435 2.33 0.05 -3.52
C -1.4084 -1.1478 0.1416 2.38 -1.08 0.76
H 0.8163 -2.3643 1.1516 0.19 1.31 -0.03
H 1.9843 -1.0052 0.8711 0.75 0.43 0.63
H 1.4881 -2.1110 -0.3376 0.06 0.22 -0.79
H 2.3217 1.2073 0.0627 -0.36 -1.49 -0.44
H 1.3772 1.9334 1.0712 -0.70 1.68 3.37
H 1.5062 3.4837 -0.6272 0.03 -0.45 0.66
H -2.0520 -0.4428 -1.7275 -0.54 0.34 0.66
H -3.1290 -0.1641 -0.3333 -3.65 0.14 0.58
H -1.1327 -2.1558 -0.1906 -1.51 -0.19 -0.66
H -1.9335 -1.2448 1.0874 0.73 -0.07 0.82